# 1
27
Properties=species:S:1:pos:R:3:mulliken_charge:R:1 method="wB97M-V/def2-TZVPD" homo_ev="-8.88 / -5.49" e_lumo_ev="0.8 / -1.2" de_lowest_ev=8.059
C -0.3134 -0.2872 0.9247 -0.337
C 1.0056 -0.3959 1.3337 -0.569
C 0.8429 0.2207 -0.7983 0.071
C 3.6290 1.4125 -0.5002 -1.531
C 3.7279 -1.1852 -0.6520 -1.423
C -3.9645 1.5584 0.4703 -1.334
C -4.2696 -1.6008 -0.0507 -1.026
C 3.1236 0.0613 0.0404 0.578
N -0.4011 0.0217 -0.3770 -0.294
N 1.7371 -0.0775 0.1376 0.243
Si -3.6024 0.0918 -0.6529 0.329
H -1.2934 -0.4417 1.3583 0.312
H 1.6163 -0.6798 2.1064 0.404
H 3.3575 1.6890 -1.6297 0.274
H 4.6559 1.3806 -0.4421 0.487
H 3.1117 2.1236 -0.0011 0.437
H 3.4135 -2.1616 -0.3258 0.371
H 4.7657 -1.2643 -0.6379 0.456
H 3.4899 -1.1301 -1.8068 0.267
H -3.2186 2.3518 0.3945 0.354
H -4.8641 2.0724 0.4305 0.485
H -3.9808 1.4142 1.4680 0.450
H -3.9054 -1.6257 0.9231 0.295
H -5.2769 -1.6051 -0.1886 0.401
H -4.0433 -2.3825 -0.7359 0.309
H 3.6480 -0.1136 1.0903 0.120
H -2.9911 0.5531 -1.8788 -0.129

---

# 2
76
Properties=species:S:1:pos:R:3:mulliken_charge:R:1 method="wB97M-V/def2-TZVPD" homo_ev=-10.65 e_lumo_ev=-2.7 total_charge=+1 de_lowest_ev=0.394
Bi -1.5058 0.3910 -0.5671 1.386
O -2.7695 3.4960 1.7804 -0.674
C -2.7737 2.2935 1.6172 0.285
O -1.7026 1.6619 1.1703 -0.406
C -3.9472 1.4443 1.9852 0.591
C -4.5064 1.6248 3.2458 -0.750
C -5.5714 0.8467 3.6641 -0.641
C -6.0993 -0.1106 2.8088 -0.612
C -5.5649 -0.2843 1.5432 -0.822
C -4.4858 0.4892 1.1229 0.994
S -3.9996 0.3030 -0.5815 -0.614
H -4.0882 2.3871 3.8899 0.482
H -5.9931 0.9907 4.6493 0.417
H -6.9358 -0.7204 3.1229 0.395
H -5.9893 -1.0147 0.8668 0.425
N -2.9216 -2.2507 -2.8828 -0.295
C -2.3067 -1.2311 -3.5271 0.239
N -1.9932 -0.1050 -2.9346 0.109
C -1.3520 0.7689 -3.7957 -0.252
C -1.1622 0.2941 -5.0423 -0.440
S -1.8261 -1.2918 -5.1811 -0.199
C -0.9909 2.0779 -3.2535 -0.337
C -0.5819 3.1510 -3.9481 -0.134
S -0.3171 4.4937 -2.8991 -0.198
C -0.7630 3.5245 -1.5354 0.130
N -1.0976 2.2822 -1.8707 0.273
N -0.7088 4.0199 -0.3007 -0.132
H -3.4785 -1.9989 -2.0761 0.118
H -3.2575 -3.0304 -3.4224 0.257
H -0.6672 0.7602 -5.8770 0.448
H -0.4526 3.2378 -5.0132 0.477
H -0.5120 5.0023 -0.2001 0.240
H -1.2201 3.6037 0.4771 0.033
C 3.6027 -2.3833 0.9777 -0.789
C 4.1659 -1.0889 1.4990 0.395
C 5.4483 -1.0631 2.0386 -0.744
C 6.0123 0.1094 2.5222 -0.696
C 5.2947 1.2928 2.4795 -0.661
C 4.0118 1.2857 1.9489 -0.748
C 3.4459 0.1101 1.4590 0.673
Sb 1.4698 0.3343 0.6828 1.699
C 1.7937 -0.3206 -1.3684 0.841
C 1.4805 -1.5708 -1.9010 -0.731
C 1.6206 -1.8422 -3.2562 -1.084
C 2.0916 -0.8531 -4.1038 -0.729
C 2.4247 0.3896 -3.5870 -0.891
C 2.2842 0.6780 -2.2316 0.514
C 2.7058 2.0381 -1.7311 -1.607
C 0.4440 -1.1561 1.8960 0.839
C 0.4855 -0.6226 3.1904 -1.470
C -0.1740 -1.2148 4.2524 -0.951
C -0.9224 -2.3593 4.0275 -0.668
C -0.9743 -2.8973 2.7548 -0.604
C -0.2947 -2.3260 1.6749 1.164
C -0.3442 -3.0845 0.3712 -1.092
H 4.2669 -3.2142 1.2087 0.505
H 3.4784 -2.3434 -0.1071 0.090
H 2.6277 -2.5939 1.4231 -0.008
H 6.0162 -1.9849 2.0803 0.416
H 7.0124 0.0942 2.9353 0.396
H 5.7225 2.2111 2.8590 0.439
H 3.4453 2.2109 1.9236 0.451
H 1.1483 -2.3666 -1.2510 0.541
H 1.3858 -2.8280 -3.6376 0.492
H 2.2216 -1.0531 -5.1600 0.465
H 2.8166 1.1558 -4.2467 0.422
H 3.0965 2.6454 -2.5468 0.492
H 3.4926 1.9528 -0.9776 0.283
H 1.8772 2.5814 -1.2721 0.242
H 1.0460 0.2883 3.3843 0.419
H -0.1133 -0.7776 5.2400 0.451
H -1.4596 -2.8337 4.8378 0.422
H -1.5485 -3.8007 2.5859 0.392
H -1.1430 -3.8244 0.3967 0.502
H 0.5920 -3.6211 0.2021 0.346
H -0.5125 -2.4604 -0.5087 -0.206

---

# 3
13
Properties=species:S:1:pos:R:3:mulliken_charge:R:1 method="wB97M-V/def2-TZVPD" homo_ev=-8.78 e_lumo_ev=-0.6 smiles="CCCC=S" de_lowest_ev=4.865
C -1.2231 0.7339 0.6331 -0.887
C -0.5957 -0.7811 0.3404 -0.424
C 0.9208 -0.3928 0.1171 -0.143
C 1.1497 0.1361 -1.3289 -0.356
S 1.4559 -0.9188 -2.5533 -0.145
H -1.6210 1.0969 -0.3237 0.289
H -2.1137 0.5338 1.5899 0.243
H -0.4222 1.4350 1.1893 0.309
H -0.6856 -1.6692 1.2311 0.269
H -1.0437 -0.9761 -0.9032 0.210
H 1.8533 -1.1334 0.5629 0.331
H 0.8279 0.5608 0.9471 0.070
H 1.4973 1.3749 -1.5019 0.234

---

# 4
13
Properties=species:S:1:pos:R:3:mulliken_charge:R:1 method="wB97M-V/def2-TZVPD" homo_ev=-11.23 e_lumo_ev=-0.3 smiles="C[C@@H](Cl)OOO[N+](=O)[O-]" de_lowest_ev=0.000
C 2.3655 -0.6607 -0.2995 -1.199
C 1.0544 -0.1392 0.2624 0.420
Cl 0.8892 1.5851 -0.1319 -0.195
O -0.0334 -0.8650 -0.3052 -0.183
O -1.1894 -0.3888 0.5009 -0.117
O -1.7258 0.8280 -0.1452 -0.122
N -3.1628 0.7463 0.0245 1.044
O -3.7385 1.5681 -0.7187 -0.509
O -3.5907 -0.0314 0.8214 -0.473
H 2.4532 -1.7417 -0.2121 0.331
H 2.4607 -0.4078 -1.3573 0.346
H 3.2266 -0.2124 0.2305 0.339
H 0.9910 -0.2804 1.3301 0.317

---

# 5
9
Properties=species:S:1:pos:R:3:mulliken_charge:R:1 method="wB97M-V/def2-TZVPD" homo_ev=-9.49 e_lumo_ev=0.3 smiles=[O-][N+]#CCl.C#CO de_lowest_ev=6.267
O 0.7756 -1.6028 -0.3324 -0.594
N 1.5415 -0.7610 -0.0280 0.536
C 2.0859 0.2097 0.2841 0.163
Cl 3.3669 1.1062 0.7621 -0.100
C -1.0207 1.0745 -0.6708 -0.511
C -1.6278 0.2898 -0.0066 0.231
O -2.0766 -0.5021 0.9447 -0.474
H -0.4749 1.4766 -1.4856 0.377
H -2.5699 -1.2908 0.5325 0.372

---

# 6
29
Properties=species:S:1:pos:R:3:mulliken_charge:R:1 method="wB97M-V/def2-TZVPD" homo_ev=-6.05 e_lumo_ev=2.2 total_charge=-1
C 3.6838 0.7920 -0.8889 -1.214
C 2.3199 0.8758 -0.1668 -0.044
C 1.4937 2.0270 -0.7453 -0.451
Cl 2.1007 3.5425 0.0007 -0.164
N 0.0695 1.8236 -0.4628 0.113
B -0.4972 0.6327 -1.2606 0.203
N -0.7729 -0.5956 -0.6019 -0.305
O -0.7304 0.7769 -2.6200 -0.535
S -0.8476 3.1840 -0.7257 1.087
O -0.4750 3.8876 -1.9056 -0.558
O -1.0811 3.8901 0.4831 -0.555
F -2.1781 2.4229 -1.0448 -0.248
H 3.9215 1.7450 -1.3578 0.317
H 4.4752 0.5736 -0.1794 0.336
H 3.6646 0.0304 -1.6644 0.341
H 1.7987 -0.0698 -0.2632 0.079
H 2.5103 1.1163 0.8728 0.355
H 1.6998 2.1227 -1.8121 0.394
H -0.0642 -1.3039 -0.7412 0.234
H -0.9020 -0.4803 0.4016 0.397
H 0.0719 0.7977 -3.1457 0.309
C -3.2926 -3.7631 1.9650 0.607
F -3.3068 -3.9749 0.6400 -0.240
F -4.2767 -2.8937 2.2388 -0.242
F -3.6123 -4.9244 2.5559 -0.248
S -1.6557 -3.1418 2.5376 1.069
O -1.5132 -1.9099 1.7847 -0.663
O -0.7538 -4.2028 2.1464 -0.698
O -1.8499 -2.9806 3.9595 -0.673

---

# 7
69
Properties=species:S:1:pos:R:3:lowdin_spin:R:1 method="wB97M-V/def2-TZVPD" homo_ev="-10.27 / -10.47" spin_multiplicity=6 e_lumo_ev="-3.8 / -3.9" total_charge=+1 de_lowest_ev=0.018
Fe 1.0815 0.6994 -1.3655 3.694
C 1.6959 3.4433 -2.5573 0.001
N 2.0849 2.7274 -1.3279 0.042
C 3.5404 2.8362 -1.1523 0.005
C 1.4182 3.3115 -0.1543 0.006
C -0.0842 3.1884 -0.2615 0.012
N -0.3972 1.8613 -0.7719 0.091
C -1.7283 1.5215 -0.9199 0.012
C -2.1055 0.6011 -1.9011 0.010
F -1.1328 0.1339 -2.7306 0.016
C -3.3897 0.1444 -2.0870 -0.001
F -3.6131 -0.7495 -3.0595 -0.001
C -4.4274 0.5997 -1.3019 0.010
C -4.1002 1.5218 -0.3319 0.000
F -5.0503 1.9927 0.4814 -0.001
C -2.8047 1.9647 -0.1342 0.011
F -2.5990 2.8054 0.9010 0.003
H 1.8269 4.5249 -2.4401 0.000
H 0.6548 3.2395 -2.7987 0.000
H 2.3250 3.1110 -3.3827 0.000
H 3.8395 3.8863 -1.0647 0.002
H 4.0541 2.4069 -2.0133 0.000
H 3.8489 2.3066 -0.2568 0.000
H 1.7087 4.3629 -0.0372 0.001
H 1.7749 2.7644 0.7235 0.003
H -0.4855 3.9658 -0.9247 0.002
H -0.4923 3.4006 0.7253 0.002
H -5.4417 0.2540 -1.4354 0.001
O -1.1828 -3.6405 5.5057 0.000
C -1.8261 -3.1429 4.4314 0.000
O -2.9271 -3.5132 4.1576 0.000
C -1.0223 -2.1998 3.5342 0.005
C -1.4726 -0.0458 3.4138 0.032
C -0.8299 0.4590 2.0938 0.064
C 0.1088 -1.2662 1.0328 0.062
C 0.4693 -2.6047 1.6084 0.007
C -0.0170 -3.0122 2.7738 0.014
N 0.4714 -1.1590 -0.3889 0.049
C 0.2179 -2.1231 -1.1662 0.009
C 0.6477 -2.0242 -2.5812 0.004
C 0.4310 -3.0582 -3.4651 0.001
C 0.8719 -2.9170 -4.7771 0.002
C 1.5088 -1.7482 -5.1416 0.001
C 1.6822 -0.7551 -4.1841 0.006
N 1.2689 -0.8868 -2.9280 0.023
H -0.4069 -3.1044 5.7188 0.000
H -2.1351 0.6236 3.9543 0.002
H -1.0532 1.4746 1.7869 0.015
H 1.1885 -3.2211 1.0770 0.001
H 0.2944 -3.9674 3.1824 0.001
H -0.2923 -3.0311 -0.8401 0.001
H -0.0822 -3.9527 -3.1371 0.000
H 0.7150 -3.7090 -5.4971 0.000
H 1.8634 -1.5907 -6.1503 0.000
H 2.1627 0.1806 -4.4435 0.001
F -0.8986 -0.8983 5.6170 0.000
C -0.5117 -0.8760 4.2859 0.006
C -1.9512 -1.3203 2.6625 0.005
C -1.3559 -0.7890 1.3350 0.015
C 0.5726 -0.0678 1.9012 0.565
C 1.4766 -0.1947 3.0425 0.065
C 0.9404 -0.5436 4.2115 0.062
H -2.9835 -1.6526 2.6443 0.000
H -2.0249 -0.7320 0.4787 0.003
H 2.5492 -0.0523 2.9448 0.013
H 1.5274 -0.6536 5.1167 0.005
O 3.1327 -0.0399 -0.7223 0.037
H 3.8270 -0.2562 -1.3550 0.002
H 3.0434 -0.8143 -0.1541 0.002

---

# 8
22
Properties=species:S:1:pos:R:3:mulliken_charge:R:1 method="wB97M-V/def2-TZVPD" homo_ev=-15.02 e_lumo_ev=-3.6 total_charge=+1 de_lowest_ev=0.535
Li 20.1864 0.1057 -12.0021 0.781
O 18.6901 1.2915 -10.6139 -0.517
H 18.0707 1.1071 -9.9380 0.252
H 18.2217 1.9773 -11.0688 0.292
O 21.6558 -0.4163 -10.9100 -0.662
H 21.3666 -0.7418 -10.0259 0.324
H 21.8537 0.4808 -10.6509 0.438
O 19.0368 -1.7144 -11.1392 -0.498
H 19.2537 -2.4087 -11.7744 0.274
H 18.9642 -2.3137 -10.4102 0.257
O 20.8187 1.7951 -12.9418 -0.513
H 21.5907 1.8756 -13.5461 0.276
H 20.6318 2.6757 -12.6588 0.261
O 21.4849 1.8538 -9.5137 -0.684
H 20.5771 1.8642 -9.7135 0.349
H 21.8092 2.5660 -10.0779 0.324
O 21.0118 -1.6798 -13.5887 -0.589
H 20.3973 -2.4305 -13.6367 0.296
H 20.6100 -1.0809 -14.2341 0.321
O 18.6694 0.0691 -13.4000 -0.572
H 17.8035 -0.0144 -13.0197 0.285
H 18.7187 0.9582 -13.7070 0.308